DFT (wB97M-V/def2-TZVPD) results for C42H45F3N6O8PSSc as an isolated structure.

Each line ends with the Löwdin charge.
CARTESIAN COORDINATES (ANGSTROEM)
1 Sc -0.30483 0.64161 -0.69142  1.0936
2 C -5.30051 3.00901 0.25306  -0.0521
3 N -4.53095 2.78111 -0.94401  -0.1306
4 C -3.94118 3.75541 -1.72862  -0.0692
5 C -3.20758 3.12029 -2.66023  -0.0655
6 N -3.32344 1.76780 -2.42200  -0.0123
7 C -4.18397 1.54045 -1.38883  -0.7580
8 S -4.78850 0.07918 -0.83889  0.6140
9 C -2.68043 0.72443 -3.18213  -0.3555
10 C -3.23958 0.46881 -4.41193  -0.0692
11 C -2.45625 -0.33542 -5.30360  -0.1416
12 C -1.47887 -1.09073 -4.78975  -0.0705
13 C -1.42122 -1.17744 -3.27073  -0.3431
14 N -1.60917 0.13679 -2.64233  0.0432
15 H -5.81030 3.96968 0.17484  0.0797
16 H -4.65160 2.99837 1.13151  0.0954
17 H -6.02478 2.20293 0.35425  0.0493
18 H -4.08118 4.80462 -1.54104  0.1077
19 H -2.60253 3.49463 -3.46319  0.1206
20 H -4.12455 1.00315 -4.72274  0.0863
21 H -2.61317 -0.27427 -6.37597  0.0866
22 H -0.76619 -1.64810 -5.38209  0.0887
23 H -2.24457 -1.82754 -2.91270  0.1535
24 C -1.42917 -2.22707 0.39779  -0.1075
25 O -1.80227 -0.95604 -0.12166  -0.2505
26 H -2.32358 -2.82536 0.58559  0.0935
27 H -0.85172 -2.12210 1.31823  0.0724
28 H -0.80464 -2.72217 -0.34141  0.0641
29 H -2.39945 -0.51730 0.53391  0.0172
30 C 5.24553 1.49190 -3.19639  -0.1154
31 C 4.59251 0.46955 -2.47297  -0.0992
32 C 3.26764 0.59196 -2.16298  -0.0501
33 C 2.49609 1.72502 -2.53384  -0.1683
34 C 1.10747 1.82295 -2.17081  -0.0983
35 C 0.47078 2.93887 -2.67470  -0.1506
36 C 1.10020 3.93975 -3.44564  -0.0993
37 C 2.42932 3.85312 -3.74259  -0.0773
38 C 3.16171 2.73154 -3.29173  -0.1844
39 C 4.54083 2.58943 -3.59694  -0.0696
40 H 6.29918 1.39988 -3.43468  0.0859
41 H 5.14841 -0.40841 -2.16323  0.0906
42 H 2.75161 -0.18717 -1.62448  0.0696
43 H -0.57453 3.09480 -2.44688  0.0527
44 H 0.52006 4.78917 -3.79634  0.0883
45 H 2.93209 4.61959 -4.32421  0.0925
46 H 5.02682 3.37740 -4.16482  0.0953
47 C 0.55775 1.63594 4.79889  -0.0261
48 C -0.54573 2.57168 4.31620  -0.6163
49 C 0.06412 3.71054 3.51302  -0.0297
50 C -1.32442 3.13304 5.50014  -0.0346
51 O -1.53888 1.90604 3.50874  -0.1513
52 P -1.42594 0.54750 2.64517  0.3094
53 O -0.26584 0.59406 1.69133  -0.2882
54 O -2.78994 0.27654 2.11488  -0.2726
55 O -1.01236 -0.55427 3.76036  -0.1718
56 C -1.92824 -1.29072 4.59759  -0.6237
57 C -2.65073 -2.36437 3.79231  -0.0351
58 C -1.03248 -1.94313 5.64338  -0.0346
59 C -2.93558 -0.36045 5.26694  -0.0313
60 H 1.28852 2.21668 5.36597  0.0872
61 H 1.06023 1.16520 3.95362  0.0824
62 H 0.16159 0.84705 5.43585  0.0659
63 H 0.77581 4.25946 4.13508  0.0842
64 H -0.71685 4.40061 3.18624  0.0857
65 H 0.57592 3.33487 2.63087  0.0655
66 H -0.66388 3.71743 6.14441  0.0819
67 H -1.76780 2.32776 6.08725  0.0627
68 H -2.12785 3.77685 5.13925  0.0855
69 H -1.92619 -3.01667 3.30597  0.0836
70 H -3.27929 -1.90450 3.03277  0.0778
71 H -3.27129 -2.96818 4.45971  0.0821
72 H -0.27450 -2.55368 5.15195  0.0911
73 H -1.62487 -2.57696 6.30689  0.0814
74 H -0.52699 -1.18369 6.24276  0.0718
75 H -3.51642 0.17533 4.51747  0.0810
76 H -2.42348 0.36310 5.90446  0.0624
77 H -3.61356 -0.95012 5.88861  0.0839
78 F 4.67507 -7.61461 -2.41202  0.1178
79 C 5.05271 -6.38658 -2.82981  -0.5708
80 F 6.11071 -6.02639 -2.07688  0.1252
81 F 5.53509 -6.55884 -4.09020  0.1124
82 C 3.93784 -5.39249 -2.78019  -0.1396
83 C 4.21713 -4.04414 -2.60733  -0.0003
84 C 3.19080 -3.11681 -2.62099  0.0014
85 C 1.87106 -3.52497 -2.80363  -0.2141
86 C 1.60359 -4.88703 -2.97135  -0.0194
87 C 2.62668 -5.81400 -2.96275  -0.0171
88 C 0.77921 -2.59832 -2.82558  0.0413
89 C -0.17877 -1.87826 -2.92104  0.0386
90 H 5.23696 -3.71826 -2.45046  0.1191
91 H 3.40527 -2.06834 -2.48382  0.0901
92 H 0.57647 -5.20512 -3.08527  0.1187
93 H 2.40785 -6.86712 -3.07883  0.1148
94 O 0.44708 2.92851 0.43637  -0.0506
95 C -0.76436 3.09833 0.29035  -0.5137
96 O -1.55054 2.24423 -0.23885  -0.1394
97 H -1.23252 4.04176 0.62596  0.1375
98 N 2.58544 0.33594 1.09829  0.2103
99 C 2.04446 -0.81888 0.64619  -0.4882
100 O 1.10901 -0.76942 -0.21266  -0.1320
101 C 2.57720 -2.05175 1.09706  -0.1936
102 C 1.97316 -3.28134 0.74384  -0.2323
103 N 1.49882 -4.30371 0.48980  0.1466
104 C 3.65730 -2.06172 2.00754  -0.2621
105 N 4.55906 -2.04581 2.73259  0.1006
106 H 2.04283 1.18032 0.96950  0.0886
107 H 3.18508 0.29777 1.90540  0.0972

Force components x, y, z for each atom (eV/Å):
-0.4920 -0.1505 -0.4076
-0.0006 0.0019 0.0455
-0.0562 0.0029 0.0075
0.0386 0.0149 0.0139
0.0276 -0.0125 0.0081
0.1069 -0.0825 -0.0163
0.0566 -0.0441 0.0887
-0.0928 0.0492 -0.0538
-0.0891 -0.0658 0.1112
0.0858 0.0351 -0.0043
-0.0478 -0.0161 -0.0423
0.0237 -0.0358 0.0197
0.0465 -0.0230 -0.0365
0.0568 0.2974 0.1012
0.0097 0.0055 -0.0078
0.0021 -0.0266 -0.0085
-0.0009 0.0062 -0.0043
-0.0120 0.0042 0.0073
0.0699 0.0104 -0.0271
-0.0179 -0.0077 0.0045
0.0176 0.0121 -0.0053
0.0292 0.0483 -0.0144
-0.0444 0.0208 -0.0453
0.0504 -0.0418 0.0208
0.1049 -0.0083 0.0743
-0.0160 -0.0004 0.0054
0.0148 -0.0093 0.0467
-0.0150 -0.0037 0.0021
-0.0540 -0.0363 -0.0456
0.0135 -0.0082 0.0204
0.0119 0.0079 -0.0210
-0.0074 0.0056 0.0173
-0.0109 -0.0420 -0.0552
0.0552 -0.1336 -0.0325
0.0305 0.0397 -0.0170
-0.0216 -0.0032 -0.0141
0.0011 0.0008 -0.0077
-0.0005 -0.0092 -0.0092
-0.0131 0.0087 0.0008
0.0033 -0.0016 -0.0058
0.0002 -0.0067 0.0140
0.0111 -0.0431 -0.0007
-0.1827 0.0197 -0.0060
0.0032 -0.0012 0.0091
0.0046 -0.0002 -0.0002
-0.0012 -0.0007 -0.0057
-0.0083 -0.0007 0.0154
0.0381 -0.0732 0.0039
-0.0261 0.0042 -0.0027
-0.0032 -0.0108 0.0346
-0.0029 0.1259 0.0116
-0.0286 -0.1750 0.0639
-0.1484 0.0638 -0.0184
0.0563 0.0013 -0.0001
-0.0148 -0.1781 -0.1003
0.0084 0.0969 0.0348
0.0317 0.0599 -0.0432
0.0105 0.0039 -0.0013
0.0222 -0.0034 0.0294
0.0057 0.0127 -0.0007
0.0135 -0.0031 -0.0056
0.0216 0.0275 -0.0019
-0.0102 0.0176 0.0013
-0.0082 -0.0054 -0.0113
0.0237 -0.0155 -0.0218
0.0006 0.0083 0.0100
0.0331 0.0463 -0.0088
-0.0024 0.0077 0.0044
0.0262 -0.0290 -0.0228
-0.0148 0.0152 -0.0386
0.0037 0.0092 -0.0003
-0.0001 -0.0082 0.0003
0.0009 0.0001 0.0084
-0.0016 -0.0116 -0.0002
-0.0133 0.0004 -0.0107
-0.0275 -0.0480 -0.0331
-0.0039 0.0009 0.0133
0.0300 0.0550 -0.0284
0.0053 -0.0201 0.0289
-0.0397 -0.0187 -0.0404
-0.0197 0.0017 0.0573
0.0036 -0.0045 -0.0235
0.0232 -0.0227 0.0057
0.0119 0.0528 0.0382
-0.0935 -0.0743 0.0953
-0.0108 0.0003 0.0359
0.0167 -0.0019 -0.0113
0.0900 0.0028 -0.0669
-0.0428 0.0410 0.0076
-0.0036 0.0090 -0.0017
0.0023 0.0513 -0.0060
0.0034 -0.0096 -0.0018
-0.0045 0.0017 -0.0006
0.0673 -0.0634 -0.0288
-0.0086 0.1060 0.0481
-0.1156 0.3008 0.0142
-0.0102 0.0008 0.0016
0.0075 0.0063 -0.0058
-0.0570 0.0531 0.0720
0.4484 -0.1578 0.2191
-0.0407 -0.0095 0.0617
0.0615 0.0566 -0.0107
-0.0170 -0.0292 -0.0365
0.0206 -0.1151 -0.0964
-0.0248 0.0725 0.0608
0.0003 -0.0036 -0.0065
0.0151 0.0019 -0.0148

Output
- max |F| (eV/Å) = 0.66
- energy above the lowest of the compared OMol25 structures with the same formula, charge and spin (eV) = 0.752
- E (hartree) = -4358.181863
- HOMO level (hartree) = -0.0742
- total charge = -2

***

DFT (wB97M-V/def2-TZVPD) results for C42H45IN3OP2SSiTl as an isolated structure.

Each line ends with the Löwdin charge.
CARTESIAN COORDINATES (ANGSTROEM)
1 Tl 0.49425 0.20782 -0.19540  0.6432
2 C -2.97425 -1.06736 -0.72253  -0.2565
3 N -3.40780 -0.01215 0.13505  -0.1627
4 C -2.88523 -0.04331 1.47407  -0.2654
5 P -1.27977 0.86531 1.70613  1.0264
6 C -0.64032 0.41788 3.33285  -0.3712
7 C 0.45751 1.13706 3.81021  -0.0908
8 C 1.03702 0.80009 5.02220  -0.0518
9 C 0.52378 -0.25426 5.76799  -0.0522
10 C -0.56847 -0.97049 5.29930  -0.0620
11 C -1.14832 -0.64369 4.08035  -0.0875
12 C -1.62055 2.63211 1.76349  -0.3872
13 C -2.24333 3.19586 2.87909  -0.0851
14 C -2.56293 4.54213 2.88395  -0.0464
15 C -2.25930 5.33445 1.78170  -0.0423
16 C -1.62447 4.78475 0.67844  -0.0497
17 C -1.30170 3.43563 0.67354  -0.1020
18 C -4.24192 1.03878 -0.32582  -0.2155
19 C -4.66460 2.04628 0.54255  -0.0310
20 C -5.49766 3.06038 0.09640  -0.0612
21 C -5.93198 3.09953 -1.21847  -0.0745
22 C -5.52068 2.09851 -2.08246  -0.0645
23 C -4.68435 1.08046 -1.64932  -0.0484
24 P -1.33397 -0.93048 -1.62340  1.0361
25 C -1.03883 -2.61595 -2.17166  -0.3712
26 C 0.05355 -3.34972 -1.71672  -0.1098
27 C 0.21450 -4.66773 -2.11708  -0.0527
28 C -0.71964 -5.25956 -2.95449  -0.0414
29 C -1.82134 -4.53728 -3.39634  -0.0443
30 C -1.98408 -3.21814 -3.00857  -0.0858
31 C -1.48233 0.15561 -3.06012  -0.3759
32 C -1.21058 -0.27901 -4.35454  -0.0720
33 C -1.26542 0.62241 -5.40988  -0.0474
34 C -1.58376 1.95147 -5.17843  -0.0434
35 C -1.84673 2.39112 -3.88587  -0.0474
36 C -1.78866 1.49986 -2.82959  -0.1218
37 H -3.70178 -1.26563 -1.50961  0.1016
38 H -2.85929 -1.99448 -0.15372  0.0616
39 H -2.69470 -1.08346 1.74738  0.0507
40 H -3.59363 0.35612 2.20116  0.1115
41 H 0.84927 1.97534 3.24334  0.1137
42 H 1.87984 1.36816 5.39267  0.1178
43 H 0.96591 -0.50602 6.72282  0.1172
44 H -0.98455 -1.77595 5.89109  0.1179
45 H -2.00171 -1.21531 3.73801  0.0905
46 H -2.47658 2.58474 3.74395  0.1201
47 H -3.04538 4.97804 3.74837  0.1188
48 H -2.50793 6.38717 1.79137  0.1189
49 H -1.37438 5.40484 -0.17166  0.1166
50 H -0.79639 3.01876 -0.19280  0.0751
51 H -4.35877 2.06203 1.57690  0.0873
52 H -5.81143 3.82426 0.79584  0.1138
53 H -6.58355 3.89075 -1.56129  0.1111
54 H -5.85109 2.09999 -3.11295  0.1147
55 H -4.38269 0.33701 -2.37256  0.0978
56 H 0.76950 -2.89961 -1.04338  0.0782
57 H 1.06779 -5.23516 -1.76981  0.1170
58 H -0.59326 -6.28856 -3.26333  0.1197
59 H -2.55151 -5.00067 -4.04572  0.1199
60 H -2.84062 -2.66057 -3.36988  0.1174
61 H -0.95569 -1.31243 -4.54826  0.1037
62 H -1.05873 0.28098 -6.41511  0.1183
63 H -1.62717 2.64827 -6.00454  0.1191
64 H -2.10439 3.42589 -3.70332  0.1192
65 H -2.02420 1.84991 -1.82901  0.0853
66 C 6.09119 1.94187 0.36683  -0.1712
67 Si 6.08520 0.07992 0.26726  0.5151
68 C 7.70047 -0.55825 -0.40256  -0.1754
69 C 5.70605 -0.70685 1.92872  -0.1819
70 C 4.71657 -0.47717 -0.94588  -0.2223
71 C 5.03581 -1.16995 -2.11515  -0.0411
72 C 4.05908 -1.58736 -3.00868  -0.0274
73 C 2.74125 -1.32089 -2.70409  -0.1157
74 N 2.39398 -0.67753 -1.58642  -0.0629
75 C 3.35331 -0.25055 -0.75241  -0.6837
76 S 2.74118 0.66558 0.65456  0.6537
77 H 6.96561 2.27679 0.92944  0.0442
78 H 5.20625 2.33890 0.86495  0.0099
79 H 6.15073 2.38809 -0.62764  0.0437
80 H 8.50981 -0.27642 0.27403  0.0451
81 H 7.93702 -0.13348 -1.38022  0.0437
82 H 7.71480 -1.64686 -0.48736  0.0435
83 H 6.60991 -0.74607 2.54021  0.0410
84 H 5.35237 -1.73358 1.80474  0.0328
85 H 4.96005 -0.14092 2.49020  0.0078
86 H 6.07405 -1.38040 -2.34059  0.1061
87 H 4.31575 -2.10874 -3.91960  0.1185
88 H 1.93022 -1.62638 -3.35364  0.1154
89 N 1.99246 -2.20249 2.56128  0.2243
90 C 0.80632 -2.52558 2.04861  -0.6060
91 O 0.27346 -1.86339 1.14975  -0.1921
92 C 0.17080 -3.76505 2.63679  -0.5516
93 I -1.76397 -4.19015 1.89995  0.9465
94 H 2.47146 -1.37984 2.21382  0.0498
95 H 2.41291 -2.74045 3.30031  0.1334
96 H 0.09143 -3.65380 3.71604  0.0526
97 H 0.79394 -4.63177 2.42417  0.0653

Force components x, y, z for each atom (eV/Å):
-0.4813 -0.7060 0.6326
0.0106 -0.0389 0.0160
0.2228 0.1810 -0.0784
-0.0102 -0.0703 -0.0028
0.1055 0.3434 0.0418
0.0168 -0.0729 -0.0423
0.0218 0.0095 -0.0007
-0.0015 0.0006 -0.0075
-0.0084 0.0008 -0.0014
0.0064 -0.0107 -0.0003
-0.0159 -0.0086 -0.0004
0.0079 0.0010 0.0420
-0.0165 -0.0246 0.0217
0.0036 0.0093 -0.0100
-0.0016 -0.0063 0.0007
-0.0028 -0.0063 0.0190
0.0002 0.0019 -0.0637
-0.0451 -0.0504 0.0271
0.0045 -0.0080 -0.0067
-0.0017 0.0115 -0.0012
-0.0005 0.0075 0.0020
-0.0017 -0.0055 0.0008
-0.0370 -0.0092 0.0127
0.1064 0.1639 -0.3200
-0.0020 0.0089 0.0123
0.0295 0.0136 -0.0002
-0.0085 0.0004 -0.0024
-0.0048 0.0012 0.0045
0.0069 -0.0009 0.0009
-0.0170 0.0048 -0.0049
0.0041 -0.0013 0.0232
0.0170 -0.0092 -0.0089
-0.0039 -0.0016 -0.0026
-0.0023 0.0005 0.0117
0.0042 -0.0068 0.0069
0.0043 0.0191 0.0078
-0.0459 -0.0492 0.0351
0.0175 0.0113 0.0204
0.0337 -0.0002 0.0043
-0.0473 -0.0362 -0.0152
-0.0024 0.0007 -0.0022
-0.0001 0.0013 -0.0035
0.0015 -0.0020 -0.0018
0.0016 0.0035 -0.0026
0.0068 0.0027 -0.0009
0.0091 -0.0037 -0.0015
0.0023 -0.0005 0.0009
-0.0032 -0.0001 -0.0016
0.0014 0.0013 0.0021
0.0036 -0.0120 0.0132
0.0095 0.0114 -0.0004
0.0002 -0.0013 0.0013
-0.0022 -0.0015 0.0009
0.0010 0.0010 -0.0016
0.0047 0.0004 0.0043
0.0303 0.0251 -0.0175
-0.0011 0.0007 -0.0042
0.0009 0.0000 0.0021
-0.0006 0.0004 -0.0004
0.0033 0.0072 -0.0022
0.0025 -0.0074 0.0072
-0.0006 -0.0002 0.0000
0.0001 -0.0010 -0.0015
0.0010 0.0002 -0.0009
0.0161 -0.0052 -0.0101
0.0210 -0.0130 0.0089
-0.0190 -0.0144 -0.0104
-0.0063 -0.0194 -0.0080
0.0096 0.0160 0.0084
0.0524 0.0073 0.0193
0.0287 0.0350 0.0161
-0.0327 -0.0171 -0.0244
0.0181 -0.0454 0.0269
0.1931 0.1119 -0.0921
-0.0910 0.0384 0.0582
0.0110 0.0780 -0.2899
-0.0047 -0.0028 0.0104
-0.0078 0.0052 -0.0111
0.0076 -0.0033 -0.0005
-0.0049 0.0068 0.0054
0.0017 0.0009 0.0019
0.0005 0.0011 -0.0014
0.0051 0.0161 -0.0035
0.0125 -0.0065 0.0008
-0.0109 -0.0124 -0.0066
-0.0002 -0.0034 0.0088
-0.0069 0.0044 -0.0035
-0.0094 -0.0141 -0.0065
-0.0259 0.0007 -0.0331
0.1208 0.1025 0.0717
-0.2038 -0.0080 -0.1258
-0.0193 0.0036 0.0066
-0.0163 0.0312 -0.0045
0.0149 0.0130 0.0128
0.0009 0.0075 0.0069
0.0055 -0.0118 0.0079
0.0018 0.0038 -0.0029

Output
- max |F| (eV/Å) = 1.06
- energy above the lowest of the compared OMol25 structures with the same formula, charge and spin (eV) = 0.000
- E (hartree) = -3707.139786
- HOMO level (hartree) = -0.4588
- total charge = +2